Entry 1:
ORCA calculation (the ωB97M-V functional and the def2-TZVPD basis) on a cluster of 2 separate species, C2H5NO4PS in total at a distorted geometry.

```
14
Properties=species:S:1:pos:R:3:forces:R:3
C 0.4283 -0.9381 0.7736 -2.1 -0.1 -1.9
C -0.1592 -0.8764 -0.6369 -2.8 -3.1 0.1
N -0.3388 -0.8009 1.8672 -2.1 1.4 1.7
O -1.9706 1.7308 -1.3524 0.2 -1.1 -0.2
O 1.5906 -1.1745 0.8419 3.1 -0.4 0.7
O -0.2434 3.9386 -0.8940 0.7 0.8 -1.2
O -1.0514 3.5369 0.1828 0.1 -0.9 1.4
P -1.6722 2.1290 0.0179 -1.3 1.9 0.0
S -2.5096 1.5757 1.6712 -0.2 -0.2 0.0
H -0.2778 0.0885 -1.0147 0.2 1.6 -0.6
H -1.2220 -1.3722 -0.8236 1.8 1.1 1.1
H -1.3071 -0.2992 1.8776 2.4 -1.1 -0.5
H 0.2391 -0.5764 2.6908 -0.6 -0.3 -0.6
H 0.4263 -1.5131 -1.2911 0.6 0.4 0.1
```
Positions in Å, forces in eV/Å.

E: -31958.9789 eV
total charge: -1
gap between HOMO and LUMO (alpha / beta): 0.25354 / 0.25350 Ha
energy above the lowest of the compared OMol25 structures with the same formula, charge and spin: 2.0049 eV
spin multiplicity: 1

Want to see where the charge sits? The Löwdin charges in e are: C -0.66; C -0.03; N 0.10; O -0.35; O 0.04; O -0.37; O -0.46; P 0.19; S 0.26; H 0.01; H 0.12; H -0.02; H 0.11; H 0.07

Entry 2:
ORCA calculation (the ωB97M-V functional and the def2-TZVPD basis) on a structure of composition C33H29HoN2O3 at a distorted geometry.

```
68
Properties=species:S:1:pos:R:3:forces:R:3
C -0.7636 0.8774 0.9212 0.3 0.5 0.6
C 0.6417 0.9520 1.1844 -0.6 0.6 0.4
C 1.0698 2.2792 0.8869 -0.9 0.0 0.2
H 1.2066 0.1920 1.7194 -0.2 0.0 -0.4
C -0.0719 3.0163 0.4216 0.1 -0.2 0.6
C -1.2077 2.1435 0.4438 0.6 0.1 0.7
H -2.2472 2.4268 0.2946 0.3 -0.1 -0.2
H -1.3875 0.0429 1.2136 0.2 0.0 -0.4
H 2.0434 2.6945 1.1344 -0.1 -0.1 -0.3
H -0.0958 4.0894 0.2629 0.0 -0.2 -0.3
C 1.0301 -0.6041 -2.9935 -1.1 0.0 -0.1
C 0.3321 -1.2012 -1.9016 -0.5 -0.2 -0.9
C -1.0310 -0.7564 -1.9368 0.4 -0.3 -0.6
H 0.7023 -1.9814 -1.2567 0.0 0.2 0.1
C -1.1680 0.1566 -3.0210 0.6 -0.7 -0.2
C 0.1043 0.2509 -3.6804 -0.2 -0.5 0.2
H 0.2678 0.7258 -4.6422 0.1 0.2 0.3
H 2.0105 -0.9099 -3.3492 -0.1 0.4 0.2
H -1.8515 -1.1723 -1.3602 0.4 0.2 0.2
H -2.1102 0.5620 -3.3796 0.3 0.1 0.1
Ho 0.3574 1.2159 -1.3039 0.7 0.6 -0.7
O 1.7302 3.9931 -2.8212 0.8 1.4 0.0
C 3.0135 4.4369 -2.3033 -1.0 0.8 -0.3
C 2.0450 5.4690 -2.8312 0.5 -1.7 1.2
H 3.1096 4.3506 -1.2099 0.1 -0.1 -0.6
H 3.8974 4.2205 -2.9220 -0.5 -0.1 0.3
H 1.5003 6.0338 -2.0572 0.1 -0.4 -0.5
H 2.0154 8.1376 -3.2928 -0.1 0.0 -0.2
C 2.2566 7.5743 -4.1912 0.0 -1.0 0.0
C 2.2933 6.1531 -4.1186 0.3 0.7 -1.2
C 2.6748 5.4447 -5.2779 -0.2 0.1 0.3
H 2.7562 4.3502 -5.2457 -0.2 0.5 0.0
C 2.9521 6.1227 -6.4686 0.0 0.3 0.1
H 3.2217 5.5540 -7.3596 -0.1 0.1 0.3
C 2.9011 7.5230 -6.5296 -0.1 -0.3 0.3
H 3.1316 8.0454 -7.4636 -0.1 -0.2 0.4
C 2.5620 8.2423 -5.3778 0.1 -0.3 -0.1
H 2.5429 9.3296 -5.4062 0.0 -0.2 0.0
O -1.1029 -3.6866 -0.9233 0.4 0.3 0.6
C -0.8695 -3.4192 0.2522 0.0 0.1 1.1
N -1.0543 -4.3235 1.3053 -0.2 -0.2 -1.6
C -1.1030 -3.6228 2.5484 -0.5 0.0 0.7
C -0.4811 -2.2829 2.1506 0.2 0.3 -0.5
O -0.1447 -1.4464 3.0052 -0.3 -0.4 -0.9
N -0.3794 -2.2258 0.8034 -0.2 0.1 -0.2
C -2.5600 -3.4693 2.9954 0.2 0.0 0.0
C -3.1781 -2.2301 3.2009 -0.4 -0.3 0.1
C -4.5525 -2.1850 3.4971 0.4 -0.3 -0.1
C -5.2905 -3.3668 3.6027 0.2 -0.1 -0.1
C -4.6660 -4.6040 3.3907 0.4 0.2 0.0
C -3.2993 -4.6515 3.0944 -0.7 0.3 0.1
C -0.1721 -4.3075 3.5076 -0.1 0.0 0.6
C -0.5508 -4.7738 4.7672 0.6 -0.1 -0.4
C 0.3734 -5.5368 5.4986 -0.1 0.2 -0.2
C 1.6604 -5.7577 4.9981 -0.1 0.0 -0.1
C 2.0489 -5.2129 3.7639 -0.5 0.2 0.1
C 1.1248 -4.4744 3.0262 0.6 -0.5 0.5
H -1.5778 -5.1671 1.1156 0.0 0.3 0.1
H -2.6028 -1.3027 3.1553 -0.1 -0.4 0.0
H -5.0290 -1.2151 3.6405 0.0 -0.3 0.0
H -6.3534 -3.3295 3.8445 0.3 0.0 -0.1
H -5.2139 -5.5445 3.4497 0.0 0.3 0.1
H -2.8050 -5.6159 2.9346 -0.2 0.3 0.1
H -1.5468 -4.5329 5.1455 0.3 -0.3 -0.1
H 0.0554 -5.9559 6.4536 0.3 0.1 -0.2
H 2.3686 -6.3620 5.5635 -0.2 0.1 -0.1
H 3.0496 -5.3581 3.3578 -0.2 0.0 0.3
H 1.4165 -4.0199 2.0736 -0.2 -0.3 0.3
```
Positions in Å, forces in eV/Å.

<S²>: 6.005
E: -69610.1366 eV
total charge: 0
gap between HOMO and LUMO (alpha / beta): 0.25093 / 0.25503 Ha
spin multiplicity: 5

Want to see where the charge sits? The Löwdin charges in e are: C -0.20; C -0.19; C -0.21; H 0.11; C -0.22; C -0.20; H 0.11; H 0.10; H 0.10; H 0.10; C -0.19; C -0.21; C -0.21; H 0.09; C -0.20; C -0.21; H 0.10; H 0.11; H 0.12; H 0.11; Ho 1.71; O -0.12; C -0.10; C -0.19; H 0.11; H 0.12; H 0.15; H 0.11; C -0.03; C -0.18; C -0.03; H 0.12; C -0.08; H 0.11; C -0.08; H 0.11; C -0.08; H 0.10; O 0.02; C -0.53; N 0.13; C -0.33; C -0.50; O 0.01; N 0.15; C -0.13; C -0.01; C -0.08; C -0.10; C -0.08; C -0.05; C -0.15; C -0.02; C -0.09; C -0.10; C -0.08; C -0.02; H 0.14; H 0.11; H 0.10; H 0.10; H 0.10; H 0.12; H 0.11; H 0.10; H 0.09; H 0.10; H 0.13

Entry 3:
ORCA calculation (the ωB97M-V functional and the def2-TZVPD basis) on a cluster of 13 separate species, H26O13 in total at a distorted geometry.

```
39
Properties=species:S:1:pos:R:3:forces:R:3
O 3.3068 0.8790 0.3983 1.0 -0.4 -1.3
H 2.7558 0.7990 1.1753 -0.4 0.2 0.9
H 3.1098 1.6880 -0.0727 -0.3 0.1 0.4
O -2.4722 -0.8830 -1.3027 -0.6 0.5 -0.9
H -3.3352 -0.5710 -1.6087 -0.1 -0.5 0.1
H -2.3462 -0.3140 -0.5307 0.3 -0.1 0.4
O -0.0622 0.2000 -0.0507 -0.5 -0.9 2.5
H 0.3038 -0.5780 0.4463 -0.1 0.8 -0.5
H 0.2568 0.0350 -0.9197 0.6 0.0 -1.7
O 0.2058 -1.3600 3.7603 -0.4 1.0 0.3
H -0.4172 -1.5320 3.0523 0.1 -0.2 -0.2
H 0.7028 -2.1490 3.9163 0.3 -0.9 -0.1
O -1.1492 -3.0240 -0.3257 0.3 0.0 -0.1
H -1.4842 -2.2990 -0.8837 -0.1 -0.1 0.3
H -1.6222 -3.7950 -0.6427 0.0 -0.2 0.0
O -1.3852 -0.0600 -3.7507 -0.6 0.4 -0.5
H -1.9192 -0.1830 -2.9277 0.5 0.2 -0.8
H -1.8682 0.4500 -4.4407 0.4 -0.6 1.1
O 1.5278 -2.2390 0.6693 0.0 -0.2 -1.2
H 1.9998 -2.1920 -0.1987 -0.4 0.1 1.2
H 0.7418 -2.7810 0.4573 0.2 0.2 0.0
O 1.0168 -0.3270 -2.4727 1.4 0.8 2.2
H 0.4258 -0.3360 -3.1817 -1.8 -0.3 -2.1
H 1.5238 -1.1250 -2.4037 0.3 -0.6 -0.4
O 3.4398 0.9900 -2.6307 -1.4 -0.3 -0.5
H 3.7108 1.5750 -1.9407 0.7 0.4 0.6
H 2.4738 0.8700 -2.4427 1.1 -0.2 -0.4
O -0.3992 1.3860 2.4693 -1.2 0.9 2.7
H -1.2282 1.3370 3.0243 1.5 -0.2 -1.2
H -0.5392 1.0190 1.6183 -0.6 -0.5 -1.7
O -1.3602 2.8770 0.0223 -0.4 -1.1 -0.9
H -0.6372 3.4180 -0.2637 0.6 0.4 0.0
H -1.8482 3.3360 0.6783 -0.3 1.1 0.9
O 2.1558 0.7590 2.7913 0.5 -1.1 1.0
H 2.1978 -0.0270 3.3873 0.1 0.9 -0.8
H 1.2038 0.8540 2.6713 -0.5 0.3 0.2
O -2.9472 0.7360 0.7753 -1.0 -1.7 0.8
H -2.3992 1.3990 0.4223 1.5 1.7 -0.8
H -3.6412 1.1690 1.2563 -0.5 0.2 0.2
```
Positions in Å, forces in eV/Å.

E: -27040.2558 eV
total charge: 0
gap between HOMO and LUMO: 0.36121 Ha
energy above the lowest of the compared OMol25 structures with the same formula, charge and spin: 1.6912 eV
spin multiplicity: 1

Want to see where the charge sits? The Löwdin charges in e are: O -0.06; H -0.04; H 0.01; O -0.07; H 0.08; H 0.01; O -0.06; H 0.05; H -0.02; O -0.03; H 0.04; H 0.03; O -0.06; H 0.00; H 0.05; O -0.08; H 0.02; H 0.07; O -0.07; H 0.06; H 0.01; O -0.01; H 0.00; H 0.07; O -0.07; H -0.01; H 0.01; O -0.05; H 0.10; H -0.04; O -0.02; H 0.06; H 0.04; O -0.07; H 0.06; H -0.03; O -0.01; H -0.03; H 0.06

Entry 4:
ORCA calculation (the ωB97M-V functional and the def2-TZVPD basis) on the molecule C22H36N4O3 at a distorted geometry.

```
65
Properties=species:S:1:pos:R:3:forces:R:3
C 4.2406 -2.4998 0.8333 -0.3 0.1 -0.1
O 2.8861 -2.1837 0.5477 0.2 0.0 0.1
C 2.6690 -1.7784 -0.7966 -0.6 0.0 0.3
C 1.1742 -1.4909 -0.9942 0.0 0.1 0.4
C 0.6290 -0.3698 -0.0810 -0.1 -0.3 -0.1
C -0.8478 0.0147 -0.3439 0.3 -0.2 0.1
C -1.8455 -1.1277 -0.1515 0.1 0.2 -1.7
O -2.3168 -1.7056 -1.1250 0.1 -0.1 0.4
N -2.1649 -1.4431 1.1086 -0.2 -0.4 1.1
C -3.1386 -2.4652 1.4915 -0.7 -0.2 0.6
C -2.8239 -3.0436 2.8862 0.1 0.3 0.0
C -2.8238 -1.9769 4.0076 0.8 1.4 -0.8
C -4.0459 -1.0180 3.9476 -3.2 -3.4 0.9
N -4.2874 -0.0839 5.0706 1.9 0.8 -0.7
C -3.0948 0.6903 5.4496 -0.2 0.1 0.2
C -5.5533 0.1748 5.5174 -0.4 -1.1 -0.5
O -6.5177 -0.5229 5.2033 0.3 -0.2 -0.1
C -5.7751 1.2991 6.4024 0.3 1.9 0.4
C -5.3299 2.6204 6.3181 1.3 -1.8 -1.4
N -5.8556 3.3951 7.2450 -1.1 0.9 0.6
C -6.7259 2.6413 7.8672 -0.7 -0.6 1.3
N -6.7156 1.3297 7.4149 0.0 1.2 0.3
C -7.6448 0.2766 7.8551 0.0 0.4 0.4
C -8.2545 0.6766 9.2184 -0.2 0.1 -0.6
C -8.7778 2.1270 9.2022 0.3 0.2 0.9
C -9.5610 2.4502 10.4862 0.0 -0.1 -0.2
C -7.5901 3.1045 9.0377 -0.1 -1.0 -0.8
C -4.7275 -0.7427 2.5771 1.4 0.8 -0.4
C -4.5735 -1.9038 1.5667 0.1 0.3 0.0
H 4.3310 -2.8025 1.8767 -0.3 0.1 0.0
H 4.5975 -3.3257 0.2156 0.0 -0.1 -0.2
H 4.8927 -1.6389 0.6788 0.1 0.1 -0.1
H 3.2560 -0.8876 -1.0291 0.2 0.2 0.1
H 2.9820 -2.5666 -1.4844 0.1 -0.2 -0.1
H 0.9987 -1.2298 -2.0385 0.1 0.1 -0.1
H 0.6187 -2.4141 -0.8210 0.0 0.0 0.1
H 0.7543 -0.6616 0.9641 0.0 -0.1 0.0
H 1.2467 0.5210 -0.2073 0.0 0.1 -0.1
H -1.1423 0.8371 0.3074 0.1 0.1 0.2
H -0.9593 0.3924 -1.3608 -0.1 -0.3 0.0
H -1.8397 -0.8352 1.8387 0.1 0.0 0.0
H -3.1025 -3.2825 0.7624 0.1 0.3 0.0
H -3.5498 -3.8224 3.1271 -0.2 0.1 -0.2
H -1.8597 -3.5540 2.8591 0.1 0.1 0.1
H -2.7677 -2.4686 4.9806 -0.1 0.2 0.0
H -1.9129 -1.3903 3.8885 0.4 -0.1 0.2
H -4.7372 -1.8109 4.2500 -0.6 -0.1 0.1
H -3.2163 1.2448 6.3798 -0.3 -0.1 -0.2
H -2.2433 0.0311 5.6163 -0.1 -0.2 -0.2
H -2.8273 1.3916 4.6586 0.1 0.1 0.0
H -4.6409 3.0205 5.5874 0.1 -0.1 0.1
H -8.4164 0.1820 7.0900 0.0 -0.1 0.1
H -7.1180 -0.6768 7.9031 0.0 0.1 0.0
H -9.0738 -0.0064 9.4490 -0.1 0.0 -0.2
H -7.5466 0.5331 10.0373 0.2 0.2 -0.1
H -9.4679 2.2763 8.3673 0.1 -0.2 -0.2
H -8.9437 2.3313 11.3777 0.1 0.0 0.0
H -9.9324 3.4758 10.4765 0.1 0.0 0.0
H -10.4270 1.7958 10.5961 0.0 0.0 0.0
H -6.9827 3.1265 9.9440 0.0 -0.1 0.1
H -7.9434 4.1244 8.8766 0.1 -0.1 -0.2
H -5.7887 -0.5204 2.6996 0.2 0.0 0.3
H -4.2661 0.1428 2.1395 0.0 0.3 -0.3
H -4.8858 -1.5747 0.5740 0.0 0.2 0.0
H -5.2654 -2.7061 1.8288 0.1 -0.2 0.1
```
Positions in Å, forces in eV/Å.

structure (SMILES): COCCCCC(=O)N[C@H]1CC[C@@H](N(C)C(=O)c2cnc3n2CC[C@@H](C)C3)CC1
E: -35501.6743 eV
total charge: 0
gap between HOMO and LUMO: 0.32825 Ha
energy above the lowest of the compared OMol25 structures with the same formula, charge and spin: 1.6423 eV
spin multiplicity: 1

Want to see where the charge sits? The Löwdin charges in e are: C -0.11; O -0.20; C -0.24; C -0.16; C -0.19; C -0.11; C -0.50; O 0.05; N 0.12; C -0.29; C -0.13; C -0.14; C -0.26; N -0.03; C -0.04; C -0.40; O 0.06; C -0.13; C -0.12; N 0.11; C -0.27; N 0.05; C -0.10; C -0.14; C -0.37; C -0.08; C -0.07; C -0.12; C -0.13; H 0.09; H 0.08; H 0.08; H 0.12; H 0.12; H 0.12; H 0.12; H 0.11; H 0.11; H 0.11; H 0.12; H 0.13; H 0.15; H 0.12; H 0.11; H 0.12; H 0.09; H 0.13; H 0.08; H 0.08; H 0.09; H 0.11; H 0.13; H 0.13; H 0.11; H 0.12; H 0.14; H 0.08; H 0.08; H 0.07; H 0.12; H 0.12; H 0.11; H 0.10; H 0.12; H 0.12

Entry 5:
ORCA calculation (the ωB97M-V functional and the def2-TZVPD basis) on a cluster of 2 separate species, C3H2BrClO in total at a distorted geometry.

```
8
Properties=species:S:1:pos:R:3:forces:R:3
C 0.2287 0.3221 -1.0105 2.1 1.0 2.1
C -1.0351 0.1276 -0.9086 0.7 -0.7 1.1
C 1.0488 -0.0831 1.3871 2.1 1.3 -2.6
O 2.1959 0.0265 1.6118 -1.1 -0.2 0.1
Cl -1.9193 -0.3698 -2.2739 -1.2 0.0 -0.6
Br -0.3038 -0.7925 2.4048 -1.3 -0.7 1.2
H 1.1765 0.7179 -1.3462 -0.4 -0.5 -0.4
H -1.3917 0.0514 0.1354 -0.8 -0.2 -0.9
```
Positions in Å, forces in eV/Å.

E: -87751.0266 eV
total charge: 0
gap between HOMO and LUMO (alpha / beta): 0.30485 / 0.28500 Ha
energy above the lowest of the compared OMol25 structures with the same formula, charge and spin: 3.7375 eV
spin multiplicity: 1

Want to see where the charge sits? The Löwdin charges in e are: C 0.01; C -0.74; C -0.75; O 0.00; Cl 0.63; Br 0.77; H 0.06; H 0.01

Entry 6:
ORCA calculation (the ωB97M-V functional and the def2-TZVPD basis) on a cluster of 2 separate species, C4H4O2 in total at a distorted geometry.

```
10
Properties=species:S:1:pos:R:3:forces:R:3
O 3.4011 0.0583 -0.2806 2.0 -1.0 -1.4
C 2.3866 0.3005 0.1742 -0.4 0.9 1.2
O 1.4395 0.6366 0.7293 -0.6 0.5 0.3
C -0.8829 -0.9509 1.4072 0.5 0.8 -0.5
C -0.7832 -0.2841 0.4125 -1.7 -0.9 -0.7
C -1.1528 0.2066 -0.8812 -1.8 0.2 -0.7
H -0.5459 -1.1117 2.3643 0.2 -0.9 1.7
H -1.6315 -0.5457 -1.5181 -0.1 -0.1 0.5
H -0.4426 0.6023 -1.5028 2.9 0.5 -1.2
H -1.7882 1.0883 -0.9048 -0.7 -0.1 0.8
```
Positions in Å, forces in eV/Å.

structure (SMILES): O=C=O.C#CC
E: -8305.6118 eV
total charge: 0
gap between HOMO and LUMO: 0.37917 Ha
energy above the lowest of the compared OMol25 structures with the same formula, charge and spin: 1.4654 eV
spin multiplicity: 1

Want to see where the charge sits? The Löwdin charges in e are: O 0.23; C -0.42; O 0.19; C 0.10; C -0.22; C -0.11; H 0.01; H 0.10; H 0.03; H 0.09